C5H16N2O3 | ωB97M-V/def2-TZVPD

**Strongest force on any atom**: 6.809 eV/Å
**Energy above the lowest of the compared OMol25 structures with the same formula, charge and spin**: 5.025 eV
**Net charge**: 0
**SMILES**: C=NC(=C)CCN.O.O.O
**HOMO-LUMO gap**: 9.2 eV
**LUMO**: 0.62 eV

Positions of all 26 atoms, in Å:
C1 -0.92538 1.41865 0.06364
N1 0.27913 1.53705 -0.24500
C2 1.01846 0.57852 -1.00061
C3 2.22560 0.13345 -0.60743
C4 0.21805 0.09023 -2.31348
C5 -0.17148 -1.50450 -2.30506
N2 -1.59132 -1.59762 -2.09600
H1 -1.37358 0.40451 -0.02348
H2 -1.55329 2.10795 0.68485
H3 2.88870 -0.51595 -1.12083
H4 2.76308 0.65994 0.31084
H5 0.81374 0.21830 -3.14114
H6 -0.77006 0.58727 -2.20318
H7 0.36210 -2.11088 -1.48678
H8 0.18514 -1.99463 -3.17638
H9 -1.76126 -2.08988 -1.20421
H10 -2.11492 -1.64037 -2.86557
O1 -0.96254 1.01460 3.04057
H11 -0.81993 0.63108 3.88575
H12 0.02781 1.04184 2.75302
O2 1.40276 1.76369 2.74741
H13 1.19537 1.97949 1.90290
H14 2.07405 0.95675 2.63521
O3 -0.81983 -1.16370 1.74146
H15 -1.59567 -1.48172 1.36682
H16 -0.99473 -1.02406 2.65669

These are the natural (NBO) partial charges, in e, on atoms 1 to 4:
1. C -0.006
2. N -0.484
3. C 0.173
4. C -0.455



C5H16N2Si3 | ωB97M-V/def2-TZVPD

**Strongest force on any atom**: 4.527 eV/Å
**Net charge**: 0
**SMILES**: C=CN[SiH2]N([SiH3])/C=C\[SiH2]C
**HOMO-LUMO gap**: 9.3 eV
**LUMO**: 0.74 eV

Positions of all 26 atoms, in Å:
C1 -1.49607 -3.67038 -0.67827
C2 -0.66159 -2.67556 -0.42068
N1 -0.74990 -1.76834 0.62728
Si1 0.72543 -1.00023 1.15016
N2 1.28397 0.03684 -0.23139
Si2 3.02002 0.52903 -0.21270
C3 0.41881 0.16667 -1.35144
C4 -0.59645 0.99640 -1.42626
Si3 -1.50771 1.92093 -0.06304
C5 -0.72986 3.25277 1.20042
H1 -1.27115 -4.41758 -1.31466
H2 -2.53602 -3.73474 -0.17657
H3 0.11043 -2.53477 -1.04063
H4 -1.76540 -1.75060 1.03853
H5 1.94032 -1.79987 1.47044
H6 0.19604 -0.42931 2.62839
H7 4.17746 -0.19919 -0.93250
H8 3.22522 1.00788 1.13266
H9 3.08740 1.77189 -0.95143
H10 0.74896 -0.60582 -2.14896
H11 -1.22039 0.69308 -2.27168
H12 -2.14201 2.78457 -0.95267
H13 -2.43523 1.04101 0.64803
H14 0.10662 3.78157 0.69896
H15 -1.48406 3.95098 1.47822
H16 -0.44484 2.65277 2.09979

These are the natural (NBO) partial charges, in e, on atoms 1 to 4:
1. C -0.472
2. C 0.004
3. N -1.060
4. Si 1.479



C5H16N3 | ωB97M-V/def2-TZVPD

**Strongest force on any atom**: 1.939 eV/Å
**Energy above the lowest of the compared OMol25 structures with the same formula, charge and spin**: 1.818 eV
**Net charge**: 0
**<S²>**: 0.75
**Multiplicity**: 2
**HOMO-LUMO gap (spin up / spin down)**: 3.6 / 9.7 eV
**LUMO (spin up / spin down)**: 0.70 / 0.62 eV

Positions of all 24 atoms, in Å:
N1 1.05556 -0.00070 -2.18368
C1 -0.39143 -0.03355 -1.62861
C2 -0.78929 1.33671 -1.15366
C3 -0.32708 -1.16366 -0.58422
N2 0.93532 -1.16917 0.21180
C4 1.04866 -0.13066 1.23150
C5 0.00942 -0.13027 2.35573
N3 -1.23255 0.51604 1.92730
H1 1.05739 -0.63078 -3.04535
H2 1.64013 -0.41689 -1.44634
H3 1.29072 0.98353 -2.41046
H4 -1.01976 -0.40724 -2.43371
H5 -0.01516 1.82484 -0.59566
H6 -1.61547 1.28916 -0.44584
H7 -1.07349 2.06448 -1.91040
H8 -1.14758 -1.07977 0.11667
H9 -0.23608 -2.10411 -1.12303
H10 0.94837 -2.10195 0.61009
H11 1.02417 0.79811 0.67602
H12 2.03576 -0.14417 1.61478
H13 0.48564 0.41939 3.16833
H14 -0.29854 -1.15344 2.58223
H15 -1.31630 1.43181 2.35318
H16 -2.06841 0.00227 2.11334

These are the natural (NBO) partial charges, in e, on atoms 1 to 4:
1. N -1.054
2. C -0.173
3. C -0.657
4. C -0.264



C5H16N3 | ωB97M-V/def2-TZVPD

**Strongest force on any atom**: 3.579 eV/Å
**Energy above the lowest of the compared OMol25 structures with the same formula, charge and spin**: 5.049 eV
**Net charge**: +1
**HOMO-LUMO gap**: 7.4 eV
**LUMO**: -4.94 eV

Positions of all 24 atoms, in Å:
C1 -1.16860 -0.37232 -2.34790
C2 -0.36522 1.56643 -0.91512
C3 -0.51449 -0.58138 0.17932
C4 2.84561 0.85803 1.30545
C5 -0.66103 0.13978 -1.05609
N1 -2.73108 -0.50137 1.82397
N2 2.19801 -0.09874 0.77312
N3 2.88630 -1.22324 0.38838
H1 -0.77617 -1.44096 -2.67145
H2 -2.28285 -0.31797 -2.50004
H3 -0.89715 0.31184 -3.06638
H4 -0.24296 1.81966 0.09684
H5 -1.13520 2.27721 -1.29885
H6 3.97778 0.85462 1.30834
H7 0.19829 -0.10828 0.90186
H8 -0.41481 -1.66201 -0.05291
H9 -1.42727 -0.60580 0.76408
H10 2.58693 1.76150 1.78625
H11 -3.35162 0.27894 1.73240
H12 -2.53339 -0.61129 2.78759
H13 0.62006 1.71366 -1.31672
H14 2.48878 -1.61296 -0.41539
H15 -3.18899 -1.29039 1.42665
H16 3.88910 -1.15497 0.36661

These are the natural (NBO) partial charges, in e, on atoms 1 to 4:
1. C -0.742
2. C -0.732
3. C -0.820
4. C -0.141



C5H16N3 | ωB97M-V/def2-TZVPD

**Strongest force on any atom**: 3.610 eV/Å
**Energy above the lowest of the compared OMol25 structures with the same formula, charge and spin**: 3.404 eV
**Net charge**: +1
**SMILES**: NCCCNCC[NH3+]
**HOMO-LUMO gap**: 8.1 eV
**LUMO**: -3.74 eV

Positions of all 24 atoms, in Å:
N1 -1.38124 -2.03979 -2.81500
C1 -0.73369 -2.44680 -1.52831
C2 -0.79428 -1.23686 -0.55421
C3 0.63427 -0.67698 -0.32929
N2 0.97222 -0.40184 1.09180
C4 1.43034 0.87219 1.46819
C5 0.18802 1.83806 1.76324
N3 0.09645 2.89480 0.65792
H1 -2.37535 -2.23959 -2.61978
H2 -1.40328 -1.03146 -2.92019
H3 0.30670 -2.79161 -1.61224
H4 -1.32095 -3.31751 -1.22661
H5 -1.21871 -1.59775 0.37761
H6 -1.46959 -0.41519 -0.76486
H7 1.39850 -1.39335 -0.66014
H8 0.81450 0.30066 -0.81993
H9 1.34293 -1.19848 1.57597
H10 2.03638 1.56627 0.86600
H11 1.88916 0.87106 2.48036
H12 -0.67128 1.15591 1.70595
H13 0.10616 2.19227 2.78722
H14 -0.00497 2.35081 -0.20903
H15 0.95523 3.39871 0.44590
H16 -0.79753 3.34647 0.83940

These are the natural (NBO) partial charges, in e, on atoms 1 to 4:
1. N -0.806
2. C -0.216
3. C -0.453
4. C -0.203



C5H16N3 | ωB97M-V/def2-TZVPD

**Strongest force on any atom**: 2.729 eV/Å
**Energy above the lowest of the compared OMol25 structures with the same formula, charge and spin**: 1.570 eV
**Net charge**: +1
**HOMO-LUMO gap**: 11.0 eV
**LUMO**: -3.41 eV

Positions of all 24 atoms, in Å:
C1 1.17210 -0.09261 -2.72974
C2 2.34394 0.36674 -1.88184
H1 0.81889 -1.08119 -2.37582
H2 0.43384 0.67983 -2.58491
H3 1.44162 -0.26311 -3.77327
H4 3.17487 0.80198 -2.48934
H5 2.86866 -0.37736 -1.27534
H6 2.09903 1.15558 -1.14445
C3 0.39422 -1.05518 0.78179
C4 1.62351 -1.06991 1.68203
C5 -1.52606 0.43438 0.63140
N1 -0.48902 -0.01657 1.36184
N2 -1.26579 1.18678 -0.46960
N3 -2.81271 0.31911 0.95297
H7 0.84796 -0.96796 -0.22035
H8 -0.14767 -1.99728 0.92574
H9 2.38892 -0.39121 1.32960
H10 1.98544 -2.14034 1.74144
H11 -0.39585 0.20994 2.33716
H12 -0.39262 1.66252 -0.61303
H13 -2.07588 1.44113 -1.00874
H14 -3.11185 -0.26861 1.71402
H15 -3.44510 0.74791 0.28898
H16 1.49358 -1.01305 2.76497

These are the natural (NBO) partial charges, in e, on atoms 1 to 4:
1. C -0.620
2. C -0.633
3. H 0.202
4. H 0.190



C5H16N3 | ωB97M-V/def2-TZVPD

**Strongest force on any atom**: 2.019 eV/Å
**Energy above the lowest of the compared OMol25 structures with the same formula, charge and spin**: 2.424 eV
**Net charge**: +1
**SMILES**: NCNCCCC[NH3+]
**HOMO-LUMO gap**: 7.8 eV
**LUMO**: -3.79 eV

Positions of all 24 atoms, in Å:
N1 -1.25540 -0.79150 3.03766
C1 -1.62031 0.33300 2.29731
N2 -1.19450 0.38239 0.79996
C2 -0.88668 -0.93852 0.26961
C3 -0.40738 -0.81659 -1.18991
C4 1.11038 -0.60293 -1.33637
C5 1.46346 0.55680 -2.28333
N3 2.29517 1.59380 -1.54363
H1 -1.70190 -1.67611 3.03170
H2 -0.27483 -0.92045 3.20864
H3 -2.69774 0.46024 2.23693
H4 -1.22194 1.24097 2.74788
H5 -0.38944 0.98819 0.65541
H6 -0.18992 -1.58936 0.81972
H7 -1.81934 -1.49826 0.20662
H8 -1.02044 -0.07576 -1.68499
H9 -0.62469 -1.82572 -1.56562
H10 1.51683 -0.45951 -0.32036
H11 1.56034 -1.53066 -1.65940
H12 0.55667 0.95992 -2.72448
H13 2.06855 0.19287 -3.11300
H14 1.89294 1.66045 -0.60812
H15 3.23512 1.24602 -1.44248
H16 2.27513 2.51543 -1.98948

These are the natural (NBO) partial charges, in e, on atoms 1 to 4:
1. N -0.846
2. C -0.052
3. N -0.648
4. C -0.220



C5H16N4 | ωB97M-V/def2-TZVPD

**Strongest force on any atom**: 3.175 eV/Å
**Energy above the lowest of the compared OMol25 structures with the same formula, charge and spin**: 2.298 eV
**Net charge**: 0
**SMILES**: CC[C@H](N)[C@H](N)N(C)N
**HOMO-LUMO gap**: 8.1 eV
**LUMO**: 1.04 eV

Positions of all 25 atoms, in Å:
C1 -1.79459 1.84733 -0.91424
C2 -1.02821 0.54958 -0.69636
C3 0.53443 0.88793 -0.16542
N1 1.29641 1.51879 -1.26065
C4 1.18301 -0.46136 0.26969
N2 1.65771 -1.26049 -0.86629
N3 0.28892 -1.33053 1.07284
C5 -0.27041 -0.76728 2.28692
N4 -0.53910 -2.29872 0.41027
H1 -1.92196 2.37719 0.03506
H2 -2.79456 1.62994 -1.30793
H3 -1.29507 2.51066 -1.62386
H4 -0.88654 0.02827 -1.64747
H5 -1.68208 -0.09479 -0.10492
H6 0.49523 1.56820 0.69107
H7 1.00989 1.11568 -2.15425
H8 1.06889 2.50857 -1.32704
H9 2.04509 -0.23327 0.91086
H10 2.27524 -1.97002 -0.48002
H11 2.22388 -0.63176 -1.43457
H12 -0.89779 -1.48619 2.82362
H13 0.53273 -0.46522 2.96887
H14 -0.88002 0.11832 2.08885
H15 -0.10221 -2.48103 -0.50240
H16 -0.51888 -3.17980 0.92737

These are the natural (NBO) partial charges, in e, on atoms 1 to 4:
1. C -0.614
2. C -0.426
3. C -0.058
4. N -0.852



The calculation returns the following calculated total energy values, one per record and in order: -535.1940 -1178.0085 -364.2213 -363.9898 -364.0503 -364.1177 -364.0863 -419.0613 a.u..